25
Properties=species:S:1:pos:R:3 method="wB97M-V/def2-TZVPD" fmax_ev_per_a=4.8 charge=+1 lumo_energy_ev=-3.24 relative_energy_kj_mol=181.29 homo_lumo_gap_ev=9.29 smiles="C=C(C)Cc1ccoc1C[NH3+]"
C 1.0367 -0.6427 -1.9496
C 0.9568 -0.8146 -0.6090
C 1.9669 -0.1635 0.3176
C -0.1108 -1.5860 0.0956
C -0.8121 -0.7389 1.0367
C -1.1153 -1.1081 2.3248
C -1.7823 -0.1466 2.9786
O -2.0068 0.8472 2.1179
C -1.4884 0.4331 0.9313
C -1.8055 1.3118 -0.2950
N -0.5090 1.7643 -0.8668
H 0.4149 -1.2305 -2.6403
H 1.9002 -0.2687 -2.3885
H 1.3737 0.3292 1.0668
H 2.6980 0.4137 -0.2050
H 2.6236 -0.9714 0.8657
H 0.3740 -2.2770 0.7276
H -0.8189 -2.1847 -0.6270
H -0.9134 -2.0132 2.8756
H -2.3285 -0.1868 3.8948
H -2.4966 0.8006 -1.0255
H -2.4261 2.1320 -0.0580
H -0.4600 2.5325 -1.4823
H 0.0110 0.8901 -1.3130
H 0.1617 1.8311 0.0099

85
Properties=species:S:1:pos:R:3 method="wB97M-V/def2-TZVPD" fmax_ev_per_a=3.5 charge=-1 lumo_energy_ev=1.93 relative_energy_kj_mol=198.04 homo_lumo_gap_ev=9.19
As 0.5203 0.1096 0.2687
F 0.7738 1.8752 0.0799
F 2.2158 -0.2872 -0.3349
F 0.2334 -1.6785 0.3302
F -1.2094 0.3435 0.7721
F 0.0661 0.0899 -1.5011
F 1.0626 0.1932 1.9675
C -2.7328 -2.0259 -0.9568
C -2.0400 -3.3676 -1.1461
C -0.9743 -3.2689 -2.2959
O -1.2217 -3.7067 -0.0243
H -3.4893 -2.0815 -0.1741
H -3.4020 -1.8083 -1.7892
H -1.8778 -1.3619 -0.8300
H -2.7981 -4.1336 -1.3095
H -1.4775 -3.0293 -3.2327
H -0.4136 -4.1715 -2.5386
H -0.2261 -2.4970 -2.1160
H -0.5255 -3.0634 0.1273
C -2.5805 0.9077 -3.9579
C -2.9479 2.1826 -3.3857
C -1.7406 2.9758 -2.7769
O -3.4192 3.1004 -4.3422
H -3.3074 0.2366 -4.4154
H -2.2335 0.2833 -3.1345
H -1.8371 0.8652 -4.7539
H -3.7869 2.0110 -2.7114
H -1.3250 2.4287 -1.9307
H -2.0605 3.9436 -2.3906
H -0.9707 3.3163 -3.4693
H -3.9590 2.5895 -4.9498
C 0.2558 -5.6452 2.6633
C -0.7123 -4.6139 3.2854
C -0.0643 -3.2303 3.2220
O -1.9492 -4.6299 2.5296
H 0.6652 -5.5162 1.6614
H -0.2582 -6.5877 2.8518
H 1.2041 -5.8113 3.1744
H -0.9254 -5.0144 4.2765
H 0.9829 -3.1747 2.9245
H -0.1040 -2.7653 4.2070
H -0.6687 -2.5207 2.6571
H -1.8624 -4.2815 1.6393
C -0.0424 4.1527 2.9472
C -0.3699 3.1416 4.0270
C -1.2101 3.6168 5.2318
O -0.9481 2.0468 3.3890
H -0.4674 5.1428 3.1121
H -0.4572 3.8487 1.9862
H 1.0374 4.2637 2.8484
H 0.5124 2.6499 4.4366
H -1.1945 2.8021 5.9558
H -2.1990 3.9759 4.9468
H -0.6240 4.4789 5.5504
H -0.3585 1.7660 2.6853
C 2.8565 2.2283 -2.9862
C 1.9500 1.4643 -3.9361
C 2.4724 1.5693 -5.2967
O 1.9681 0.0951 -3.4463
H 2.5195 2.4196 -1.9674
H 3.2504 3.1347 -3.4461
H 3.7724 1.6536 -2.8485
H 0.8959 1.7223 -3.8342
H 2.7706 2.5225 -5.7331
H 1.8233 0.9908 -5.9540
H 3.3655 0.9898 -5.5303
H 1.5715 0.0898 -2.5720
C 4.0096 -0.1199 3.0629
O 2.9338 0.5167 3.6777
H 3.6918 -1.0492 2.5903
H 4.3874 0.3556 2.1578
H 4.8842 -0.2481 3.7008
H 2.2704 0.5184 2.9838
C -4.0135 1.7312 2.1525
O -3.6200 2.6459 3.1757
H -4.3248 0.7596 2.5360
H -4.9541 2.0333 1.6920
H -3.2046 1.6478 1.4267
H -2.7121 2.4866 3.4437
C 4.9961 -1.7010 -1.9835
O 4.7772 -1.0693 -0.7182
H 4.7656 -0.9979 -2.7839
H 6.0324 -2.0364 -2.0249
H 4.4459 -2.6353 -2.0948
H 3.8608 -0.7835 -0.7310

16
Properties=species:S:1:pos:R:3 method="wB97M-V/def2-TZVPD" fmax_ev_per_a=0.3 lumo_energy_ev="0.93 / 0.93" relative_energy_kj_mol=495.47 homo_lumo_gap_ev="8.20 / 8.21"
C 2.3242 0.0148 0.4002
O 1.2483 -0.7406 0.5210
C 0.0960 -0.3954 0.0300
C -0.5229 0.9764 -0.0101
C -1.8962 0.2490 -0.0513
C -1.2075 -1.1150 0.2498
H 2.1861 1.0904 0.3480
H 1.8718 -0.1093 -1.5328
H 3.2049 -0.4192 0.8533
H 1.1096 -0.2893 -1.6772
H -0.3507 1.5344 0.9254
H -0.2805 1.6344 -0.8510
H -2.3566 0.2785 -1.0419
H -2.6263 0.5804 0.6907
H -1.3560 -1.4603 1.2811
H -1.4445 -1.9386 -0.4315

6
Properties=species:S:1:pos:R:3 method="wB97M-V/def2-TZVPD" fmax_ev_per_a=3.3 lumo_energy_ev="-0.36 / -0.36" relative_energy_kj_mol=235.88 homo_lumo_gap_ev="8.21 / 8.21"
C -1.2260 0.0236 -0.2634
C 1.1070 -0.2430 0.3073
O -1.6599 -0.7275 -1.0493
O 1.6324 -1.1738 0.7929
Cl 1.8060 1.2775 -0.0845
H -1.6596 0.8431 0.2969

14
Properties=species:S:1:pos:R:3 method="wB97M-V/def2-TZVPD" fmax_ev_per_a=1.4 lumo_energy_ev=0.43 relative_energy_kj_mol=37.99 homo_lumo_gap_ev=11.12 smiles="CC(=O)O.O.O"
C 0.5350 -1.5792 0.5685
C -0.1615 -0.2601 0.6448
O 0.3425 0.7737 0.2835
O -1.4452 -0.3618 0.9888
H 0.7204 -1.8781 -0.4643
H 0.0723 -2.3867 1.0586
H 1.5211 -1.5112 1.0252
H -1.8406 0.5269 0.9420
O -2.9859 1.4800 -0.6560
H -3.7540 2.0414 -0.8026
H -2.6202 1.3343 -1.5348
O 3.5207 0.4270 -0.4731
H 2.5803 0.5295 -0.2492
H 3.5151 0.8644 -1.3315

26
Properties=species:S:1:pos:R:3 method="wB97M-V/def2-TZVPD" s2=8.7558 spin_multiplicity=6 fmax_ev_per_a=6.9 charge=-2 lumo_energy_ev="4.76 / 4.76" relative_energy_kj_mol=118.61 homo_lumo_gap_ev="3.69 / 3.73"
O -2.7850 -0.7899 1.2170
H -1.8354 -0.3612 1.3548
H -3.3798 -0.3648 1.8511
H -3.0326 -0.5986 0.2934
Mn 0.6977 0.2498 0.1295
C -0.3258 1.0389 -2.9307
O -0.4824 1.1813 -1.5527
H 0.6768 0.8455 -3.3556
H -0.9634 0.2078 -3.2853
H -0.7053 1.9330 -3.4569
C -0.3033 -3.0052 -0.5081
O 0.2873 -1.7612 -0.6443
H -0.7295 -3.3343 -1.4725
H 0.4663 -3.7332 -0.1990
H -1.1357 -2.9323 0.2144
P -0.3596 2.0534 1.7041
O -1.3371 3.0429 1.0360
O -0.0905 2.5354 3.1306
O 0.8782 2.1922 0.7664
O -0.8487 0.5708 1.4571
O 2.0252 -0.3648 1.7770
H 1.9389 -1.1816 2.2805
H 2.1293 0.3364 2.4403
O 2.7126 0.6153 -0.6746
H 3.4412 0.7074 -0.0530
H 3.0606 0.9170 -1.5195

12
Properties=species:S:1:pos:R:3 method="wB97M-V/def2-TZVPD" fmax_ev_per_a=0.5 lumo_energy_ev=0.71 relative_energy_kj_mol=341.08 homo_lumo_gap_ev=10.07 smiles="C=C1CO1.C=O"
C -1.0252 1.2824 -0.1894
C 0.2248 1.1013 0.1980
C 1.4755 0.4107 0.2584
O 1.1832 1.6678 0.9628
H -1.4545 0.5949 -0.9142
H -1.6143 2.1274 0.1577
H 2.1746 0.4818 -0.5690
H 1.6016 -0.4457 0.9140
C -0.6459 -1.8085 -0.1975
O 0.3077 -1.7424 -0.9313
H -0.5979 -1.5038 0.8669
H -1.6296 -2.1660 -0.5565

13
Properties=species:S:1:pos:R:3 method="wB97M-V/def2-TZVPD" fmax_ev_per_a=2.9 lumo_energy_ev=0.12 relative_energy_kj_mol=46.75 homo_lumo_gap_ev=9.93 smiles="O=C1CN=C(C(=O)O)N1"
O -2.7219 -0.9089 0.0391
C -1.6792 -0.2957 -0.0696
C -1.4884 1.1565 0.0041
N -0.0458 1.3868 -0.1641
C 0.4554 0.2020 -0.1675
C 1.9366 -0.0374 -0.0426
O 2.6323 0.9403 0.0510
O 2.2172 -1.3553 -0.0441
N -0.3912 -0.8533 -0.1244
H -1.6343 1.2210 1.0491
H -2.2073 1.8415 -0.5350
H 3.1008 -1.4805 0.1934
H -0.1744 -1.8171 -0.1893

14
Properties=species:S:1:pos:R:3 method="wB97M-V/def2-TZVPD" fmax_ev_per_a=4.9 charge=+1 lumo_energy_ev=-4.39 relative_energy_kj_mol=366.00 homo_lumo_gap_ev=9.61 smiles="CC1=C[C@@H]1C=[NH2+]"
C 1.2432 -1.3483 -0.0224
C 0.8764 0.0614 -0.0399
C 1.2058 1.3073 0.1657
C -0.1196 1.3096 -0.4629
C -1.0701 0.5675 0.4097
N -2.0105 -0.2946 0.0063
H 1.7707 -1.6279 0.8960
H 1.7414 -1.6769 -0.8096
H 0.2739 -1.9108 -0.0103
H 1.9465 2.0785 -0.0011
H -0.2285 1.8859 -1.4272
H -1.0169 0.9288 1.4660
H -2.4781 -0.7456 0.7533
H -2.1342 -0.5347 -0.9234

7
Properties=species:S:1:pos:R:3 method="wB97M-V/def2-TZVPD" fmax_ev_per_a=0.8 lumo_energy_ev=-0.22 relative_energy_kj_mol=335.13 homo_lumo_gap_ev=10.35
O -2.1592 -1.0536 0.3433
C -1.1568 -0.4413 0.4283
O -0.4197 0.2945 1.0595
C 1.2077 0.6461 -0.0825
N 0.8328 -0.0247 -0.9913
O -0.2119 -0.7096 -1.1733
H 1.9072 1.2886 0.4160

59
Properties=species:S:1:pos:R:3 method="wB97M-V/def2-TZVPD" s2=3.7589 spin_multiplicity=4 fmax_ev_per_a=0.1 charge=-1 lumo_energy_ev="2.71 / 2.71" relative_energy_kj_mol=0.00 homo_lumo_gap_ev="6.77 / 8.19"
V 0.1922 -0.0455 -0.8922
C 3.7749 -2.0708 -4.9836
C 2.8836 -0.8585 -4.8141
O 1.5160 -1.2220 -4.5976
P 0.9776 -1.8370 -3.2202
S -0.8853 -1.2483 -2.9237
S 2.2091 -1.4380 -1.7096
O 1.0364 -3.3991 -3.6095
C 0.2132 -4.3788 -2.9639
C 0.6698 -4.6925 -1.5541
H 4.7908 -1.7492 -5.2245
H 3.4070 -2.7125 -5.7853
H 3.8057 -2.6517 -4.0617
H 2.8652 -0.2505 -5.7184
H 3.2224 -0.2423 -3.9798
H 0.2752 -5.2579 -3.6064
H -0.8186 -4.0202 -2.9648
H 1.7267 -4.9629 -1.5442
H 0.0864 -5.5276 -1.1593
H 0.5321 -3.8336 -0.8973
S 1.4159 0.7722 1.2402
P 0.0480 -0.4035 2.0961
S -0.7435 -1.7371 0.8357
C 0.7815 -1.2532 3.5391
C 0.8331 -0.6477 4.7903
C 1.4587 -1.2869 5.8519
C 2.0397 -2.5332 5.6671
C 1.9944 -3.1390 4.4179
C 1.3674 -2.5025 3.3580
C -1.2871 0.5877 2.8482
C -1.3054 1.9704 2.7487
C -2.3516 2.6947 3.3094
C -3.3753 2.0375 3.9722
C -3.3626 0.6494 4.0690
C -2.3263 -0.0722 3.5029
H 0.3811 0.3260 4.9364
H 1.4914 -0.8115 6.8245
H 2.5265 -3.0333 6.4954
H 2.4478 -4.1112 4.2696
H 1.3177 -2.9675 2.3805
H -0.5040 2.4647 2.2137
H -2.3685 3.7737 3.2191
H -4.1911 2.6022 4.4072
H -4.1681 0.1326 4.5759
H -2.3237 -1.1551 3.5505
O 0.3885 1.8075 -2.0007
C -0.7188 2.1718 -1.5229
O -1.3690 1.4228 -0.7412
C -1.2745 3.5195 -1.8736
C -0.5836 4.3552 -2.7416
C -1.0978 5.6040 -3.0585
C -2.3034 6.0187 -2.5069
C -2.9943 5.1834 -1.6384
C -2.4804 3.9342 -1.3218
H 0.3526 4.0057 -3.1560
H -0.5589 6.2549 -3.7361
H -2.7051 6.9940 -2.7546
H -3.9347 5.5068 -1.2090
H -2.9969 3.2632 -0.6481

19
Properties=species:S:1:pos:R:3 method="wB97M-V/def2-TZVPD" fmax_ev_per_a=3.6 lumo_energy_ev=0.72 relative_energy_kj_mol=391.27 homo_lumo_gap_ev=9.46
C 1.1968 1.6407 -0.0180
C 1.4650 -0.3300 1.2662
C 1.5449 -0.6824 -1.2342
C 1.4046 0.3188 -0.0928
N -2.8973 1.3709 -0.1487
N -2.4315 -1.4785 -0.0700
S -1.8894 0.2236 0.1064
H 1.2419 2.2287 -0.9259
H -1.8329 -2.0364 -0.6531
H 1.1097 2.1792 0.8962
H 0.4943 -0.7360 1.5286
H 1.8248 0.4442 2.0573
H 1.9523 -1.2657 1.3546
H 0.4376 -0.7756 -1.6463
H 2.2277 -0.1962 -2.0826
H 2.0247 -1.6141 -0.9241
H -2.4851 2.1304 -0.6519
H -3.4049 -1.4963 -0.3824
H -1.9830 0.0746 1.6207

11
Properties=species:S:1:pos:R:3 method="wB97M-V/def2-TZVPD" fmax_ev_per_a=2.0 lumo_energy_ev=0.63 relative_energy_kj_mol=60.44 homo_lumo_gap_ev=9.26 smiles="O=C1CCSN1"
O -2.2653 -0.6670 0.0030
C -1.0517 -0.4931 -0.0030
C -0.3440 0.7816 -0.2766
C 1.1103 0.6447 0.2771
S 1.5047 -1.0044 -0.1550
N -0.1518 -1.4737 0.1290
H -0.9444 1.5429 0.2294
H -0.3798 0.9582 -1.3352
H 1.8378 1.2979 -0.2718
H 1.1821 0.8588 1.3514
H -0.4980 -2.4459 0.0517

7
Properties=species:S:1:pos:R:3 method="wB97M-V/def2-TZVPD" fmax_ev_per_a=4.2 charge=+2 lumo_energy_ev=-8.94 relative_energy_kj_mol=0.00 homo_lumo_gap_ev=6.88
Sr -0.5829 2.2421 -0.2510
Sr -2.4926 -1.4541 -0.9872
Sr 2.2050 -0.6495 -0.0907
F 1.7108 1.5839 -1.1195
F -1.3022 -2.5039 1.0907
F 0.7247 1.2160 1.6847
F -0.2629 -0.4347 -0.3271

23
Properties=species:S:1:pos:R:3 method="wB97M-V/def2-TZVPD" fmax_ev_per_a=3.3 charge=-1 lumo_energy_ev=3.15 relative_energy_kj_mol=0.00 homo_lumo_gap_ev=7.68 smiles="C[C@]1(c2nccs2)N=C[C@@H](C(=O)[O-])C=N1"
C -1.8591 1.5964 1.0739
C -0.9384 0.4443 0.5158
C 0.0253 1.0904 -0.5771
N -0.2914 1.5313 -1.7456
C 0.8003 2.1343 -2.3626
C 1.9707 2.1809 -1.6339
S 1.7264 1.3755 -0.1606
N -1.6065 -0.7006 -0.0715
C -1.1196 -1.8878 0.1576
C 0.0203 -2.2254 0.9835
C 1.1818 -2.5576 -0.3531
O 0.8464 -3.5839 -0.9421
O 2.0098 -1.6518 -0.4847
C 0.4538 -1.0311 1.8102
N 0.0359 0.1272 1.6233
H -2.7629 1.3451 0.4563
H -1.5672 2.6614 0.8763
H -2.0902 1.4334 2.1469
H 0.7439 2.4939 -3.3088
H 2.9457 2.5595 -1.8674
H -1.4754 -2.7872 -0.3930
H -0.1135 -3.2498 1.5391
H 1.0638 -1.2982 2.7176

13
Properties=species:S:1:pos:R:3 method="wB97M-V/def2-TZVPD" fmax_ev_per_a=1.9 lumo_energy_ev="0.42 / 0.42" relative_energy_kj_mol=631.80 homo_lumo_gap_ev="7.81 / 7.81"
C -0.7657 -1.0763 0.5105
C 0.2648 0.2190 -0.3841
C 1.0974 0.0970 0.9041
N 0.8754 -0.4911 -1.4452
O -0.5571 1.9453 0.7167
N -0.2995 1.3819 -0.6141
O 1.4901 -0.1143 1.9552
H -0.6020 2.8921 0.5406
H 1.2040 0.1555 -2.1515
H 0.2719 -1.1929 -1.8501
H -0.2515 -1.9942 0.7918
H -1.4595 -1.2381 -0.3114
H -1.2682 -0.5839 1.3377

15
Properties=species:S:1:pos:R:3 method="wB97M-V/def2-TZVPD" fmax_ev_per_a=0.8 lumo_energy_ev=0.46 relative_energy_kj_mol=331.48 homo_lumo_gap_ev=9.81 smiles="[H]/N=C(/CN)C(=O)NO"
H 1.4987 1.4614 -0.1586
N 1.3762 0.4690 -0.3547
C 0.1956 0.0398 -0.3094
C -0.0789 -1.4148 -0.6293
N 1.0674 -2.1862 -1.0412
C -1.0535 0.8586 -0.0674
O -2.0201 0.8085 -0.7971
N -1.0619 1.6352 1.0497
O 0.0624 1.8950 1.8313
H -0.8287 -1.4246 -1.4447
H -0.5410 -1.8922 0.2466
H 1.7745 -2.1624 -0.3162
H 1.4779 -1.7680 -1.8650
H -1.8440 2.2701 1.1872
H -0.0246 1.4106 2.6689

18
Properties=species:S:1:pos:R:3 method="wB97M-V/def2-TZVPD" fmax_ev_per_a=3.6 lumo_energy_ev=0.47 relative_energy_kj_mol=353.61 homo_lumo_gap_ev=8.89
C -1.9837 1.6241 -0.2680
C 0.8239 -2.4481 -0.1437
C -1.5336 0.4954 0.1688
C -0.0442 -1.5242 0.3505
C 0.7699 0.4904 -1.1451
C 1.1448 0.7664 1.2137
C -0.1208 -0.0363 0.0146
S 2.0344 1.4705 -0.1427
H -2.9613 2.0099 -0.3195
H -1.3757 2.4042 -0.7732
H 0.5362 -3.4184 0.2831
H 1.5735 -2.0949 -0.8869
H -2.1795 -0.2511 0.5865
H -0.7919 -2.0063 0.9824
H 1.2910 -0.3234 -1.7822
H 0.3602 1.2475 -1.7654
H 0.7799 1.6344 1.9315
H 1.6769 -0.0401 1.6956

14
Properties=species:S:1:pos:R:3 method="wB97M-V/def2-TZVPD" fmax_ev_per_a=3.7 charge=+1 lumo_energy_ev="-6.44 / -6.49" relative_energy_kj_mol=847.17 homo_lumo_gap_ev="8.86 / 8.82"
C -1.0082 1.5856 0.1993
C 0.3354 1.7478 -0.0389
C -1.2974 0.1699 -0.0043
C 0.5193 -1.7900 0.0729
N -0.0176 -0.4538 0.0263
N 0.8480 0.5006 0.0330
O 2.7517 -0.1475 -0.0996
H -1.5523 2.4890 0.2665
H 1.0929 2.5879 -0.1284
H -2.0095 -0.3227 0.6628
H -1.6066 0.0973 -1.0323
H -0.2436 -2.6073 0.2668
H 0.7969 -2.2353 -0.8237
H 1.3910 -1.6216 0.5996

14
Properties=species:S:1:pos:R:3 method="wB97M-V/def2-TZVPD" fmax_ev_per_a=6.5 lumo_energy_ev=0.68 relative_energy_kj_mol=259.36 homo_lumo_gap_ev=9.40
B 0.4148 -0.4085 0.0255
C 0.1938 1.7198 0.3521
C 1.8641 -1.0995 -0.0650
C -1.9987 -0.6394 -0.2493
O -0.7097 -1.0832 -0.1189
H -0.0941 2.0360 1.3098
H -0.4640 2.0416 -0.3899
H 1.1133 1.9517 -0.0899
H 2.0611 -1.0364 -1.1368
H 1.8303 -2.0319 0.5505
H 2.6827 -0.2831 0.4050
H -2.0146 0.3650 0.4369
H -2.6547 -1.2814 0.1761
H -2.2243 -0.2508 -1.2062